A molecular structure, C36H54Br42O11S3Si in a non-equilibrium geometry, computed with wB97M-V/def2-TZVPD.

Positions of all 147 atoms, in Å:
1 H 7.22327 -1.62885 3.67093
2 Br 5.48049 -5.79545 -0.34959
3 C 0.28172 5.73027 -0.95648
4 H -2.98859 -2.08722 3.49295
5 Br -4.56709 -11.83173 -4.38909
6 S 2.00628 -1.11490 -2.02347
7 O 7.25437 2.98458 3.66157
8 O 0.87528 6.45177 -0.12241
9 C -5.48107 -10.81037 -3.01754
10 C 9.82667 2.19819 0.04490
11 H -0.15444 2.59757 -1.16616
12 C 5.86791 -0.94941 1.49107
13 Br -4.18312 0.26676 -6.35725
14 H -1.06052 -4.01508 -2.05817
15 C -0.55348 -0.45993 -1.16011
16 H -3.04493 0.15359 2.50272
17 O -3.64691 -0.69275 -2.65159
18 C -1.16021 1.58697 0.54033
19 H -3.60796 -3.56539 -1.38809
20 Br -3.01930 2.01701 -8.78589
21 H 5.89156 -1.96244 2.01393
22 C 6.17828 0.16316 2.62503
23 C 7.98322 0.13354 8.20993
24 H -1.39163 -4.03287 1.15854
25 C 6.46388 2.51094 2.80837
26 H 2.56176 11.76609 1.44618
27 Br -12.25973 -2.34803 2.62150
28 C -4.55798 6.12976 -1.67738
29 H 2.99911 -3.63584 -0.88292
30 Br 1.56571 -7.58397 -0.03626
31 C -7.22633 -1.66055 4.38429
32 H 2.92368 -3.05427 0.90171
33 H -3.88447 6.71166 -2.30477
34 H -0.60965 7.37167 1.88960
35 Br 9.45039 -0.70447 7.25785
36 H -5.31981 5.47052 -4.97388
37 C -3.56561 0.25175 -8.19583
38 C 3.57003 -0.31618 -1.49084
39 H -1.34663 -0.30368 -3.24681
40 Br -0.23646 -7.28388 2.61102
41 C -0.35977 -3.57773 1.35707
42 H -2.05952 1.85267 1.22085
43 S 1.35907 0.95594 0.74772
44 Br -7.48933 -2.35518 2.59205
45 H 5.25865 0.38769 3.26410
46 H -4.15398 -7.73707 -1.70006
47 H -0.54761 -1.88855 -2.97748
48 Br 7.65209 -0.71969 9.92002
49 Br -4.55916 -10.90360 -1.31323
50 Br 2.96484 -7.16580 2.82435
51 Br -7.09140 -3.08229 5.69593
52 H -0.02184 -5.31059 -1.25481
53 Br -5.71280 -0.45060 4.47434
54 H 0.23735 -4.41152 1.89357
55 O 2.46418 1.28328 1.74243
56 H -4.58416 -2.03689 2.47521
57 O 6.74583 1.36433 2.01736
58 H -12.44744 -2.53189 0.14897
59 C 0.76598 -1.23536 -0.58634
60 Br -6.34079 6.84248 -1.94933
61 Br -10.93973 -0.56046 0.30182
62 H -3.88334 -0.49439 0.91336
63 C -1.23546 -1.13013 -2.43906
64 C -1.53641 0.12044 -0.03667
65 C 7.33134 -0.49540 3.56339
66 Br -4.42301 4.28388 -2.26192
67 H -2.55817 0.28795 -0.55741
68 H 8.28266 1.15913 8.41811
69 H -4.41140 -0.04342 -8.81419
70 Br 6.70514 -8.64539 -1.18837
71 C 4.42569 -1.09535 -0.39580
72 C 1.44677 -7.90738 1.87235
73 Br -1.35186 6.77710 -3.34125
74 Br 3.05556 14.06468 0.63709
75 O -1.03850 5.24345 -0.71328
76 Br 11.31824 3.43129 0.17122
77 H -2.78064 -2.48369 -3.25283
78 Br -10.27725 -3.69750 0.48583
79 H 2.42245 -4.81598 0.43185
80 O 5.08820 -2.09876 -0.80069
81 C -3.42201 -2.03502 2.44334
82 H 8.92338 2.76773 0.25726
83 H 8.33276 -0.29987 3.02155
84 H 3.19734 2.00313 3.91193
85 H 4.80083 -8.09358 0.31345
86 H -3.24966 6.33208 -4.88175
87 H -0.05694 0.49306 -1.60372
88 Br 4.43403 11.26134 -0.11071
89 C -0.61045 8.26175 2.51757
90 Br -2.26644 -8.30542 -3.21427
91 O -0.01982 1.59288 1.45089
92 H 4.24448 -0.23262 -2.42349
93 Br -2.64490 8.61753 -5.64460
94 Br -5.27969 4.29098 -7.16102
95 Br -6.30427 7.24282 -6.41036
96 C -1.12889 2.75013 -0.56034
97 C 3.50142 12.27994 1.25122
98 H -4.07594 -1.96858 -0.62465
99 O 1.27817 -0.70170 0.66240
100 Br 0.08558 7.73527 4.24937
101 C -2.28445 6.81047 -5.04205
102 Br 6.68763 -7.74666 1.89594
103 S 3.95930 3.15188 4.06117
104 H -2.00944 2.75291 -1.28035
105 H -0.39442 -2.71538 2.12477
106 H 4.60140 2.81010 1.64109
107 C -3.04861 -0.65045 1.67094
108 H 5.28447 4.40877 2.36503
109 C -3.17318 -2.53516 -1.07410
110 Br -2.16972 -1.06477 -8.47657
111 H 6.69643 -0.85407 0.71415
112 Br -7.66897 4.67012 -5.04893
113 H 1.47726 -8.98619 2.01429
114 H 0.74211 -4.20462 -2.51022
115 C -2.67257 -1.76461 -2.34833
116 C 5.06644 3.29989 2.57135
117 Br 9.93712 0.79468 1.37688
118 O 4.52335 -0.75526 0.97141
119 Si 0.60254 -3.11188 -0.24947
120 Br 4.48463 12.31703 2.92220
121 Br 6.37821 0.22032 7.12548
122 H -1.69221 4.17212 1.07498
123 H -2.45847 -2.73255 -0.22101
124 C -0.02074 -4.22263 -1.64787
125 H 0.78428 5.45481 -1.95814
126 H -6.45844 -11.26823 -2.87685
127 C -3.17438 -7.28280 -1.84004
128 H 3.46427 0.77318 -1.11626
129 O -1.71344 -0.71475 1.12677
130 C 5.78025 -7.63483 0.18515
131 Br -2.25221 -7.38870 -0.13656
132 C -0.92423 4.14169 0.23142
133 Br 0.52915 9.56840 1.64977
134 H 0.11447 4.14427 0.73619
135 Br -1.35566 5.77326 -6.39146
136 H -3.15442 -2.95327 1.79806
137 H -8.11288 -1.08025 4.63360
138 C -6.04362 5.42504 -5.78647
139 Br -3.95907 6.35426 0.15208
140 Br -2.44747 8.87573 2.63371
141 C -11.60085 -2.31501 0.79782
142 Br -5.78707 -8.97651 -3.56927
143 Br -3.47486 -5.44514 -2.38973
144 C 2.41657 -3.72317 0.11185
145 Br 9.63584 1.47808 -1.74626
146 H 7.35153 -0.02993 4.60252
147 H -4.53390 -1.12057 -2.55810

Cartesian forces (eV/Å) of the 2 atoms listed first:
-0.1 1.6 -0.1
0.1 -0.3 0.1

Values from the calculation:
- HOMO (eV) = -8.946
- charge = 0
- 2S+1 = 1
- frontier orbital gap (eV) = 8.3
- E_LUMO (Ha) = -0.023